# 1
Molecular formula: C2H6N2S
Method: DFT, wB97M-V/def2-TZVPD

The LUMO energy is 0.913 eV. For the total energy, the calculation gives -587.48035 Eh. The calculation puts the HOMO energy at -0.337 Ha. As for the HOMO-LUMO gap: 10.08 eV. The SMILES is [H]/N=C/NSC.

Each line ends with the Löwdin charge.
Geometry (Å):
C  1.0602  -1.2479  1.4770  -0.380
C  -0.8868  0.0962  -1.2639  -0.382
H  0.3966  -1.2483  2.3423  0.035
H  0.8495  -2.0348  0.7753  0.021
H  2.0814  -1.3526  1.8238  0.020
H  -1.2095  0.9334  0.5574  0.094
H  -0.1022  -0.4467  -1.8479  0.116
H  -2.2850  0.0024  -2.6179  0.023
N  -0.4939  0.4589  0.0172  -0.410
N  -2.0933  0.3080  -1.6738  0.049
S  1.0837  0.3555  0.5803  0.816



# 2
Molecular formula: C29H41N4O6PS2
Method: DFT, wB97M-V/def2-TZVPD

The LUMO energy is 0.478 eV. For the total energy, the calculation gives -2937.66290 Eh. The calculation puts the HOMO energy at -0.319 Ha. As for the HOMO-LUMO gap: 9.15 eV.

Each line ends with the Löwdin charge.
Geometry (Å):
C  -2.9158  0.5168  0.6483  0.013
C  -2.8164  0.0225  -0.5803  -0.052
C  -2.3911  0.8410  -1.7558  -0.486
O  -3.1089  1.5594  -2.4059  0.115
O  -1.0609  0.6921  -1.9954  -0.018
C  -0.6442  1.0453  -3.3304  -0.175
C  0.7962  0.5963  -3.4983  -0.157
C  1.6626  1.2083  -2.3731  -0.195
C  2.3838  0.1169  -1.5550  -0.176
C  2.6534  0.6414  -0.1123  -0.202
C  1.7632  -0.0950  0.9082  -0.131
C  1.2163  0.7418  2.0730  -0.472
P  2.0977  2.3593  2.4598  0.807
N  2.1055  2.7723  3.9722  -0.281
O  -0.1245  1.2145  1.6160  -0.220
S  -1.0228  1.4778  2.9619  0.645
O  -2.2392  0.7359  2.9399  -0.326
O  -1.1389  2.8762  3.1673  -0.212
O  -0.0676  0.7088  4.0443  -0.164
C  0.7575  -0.1523  3.2184  -0.381
C  1.7344  -1.0826  3.9299  -0.387
S  1.1317  -2.8065  3.9490  0.897
C  1.0227  -3.3013  2.2129  -0.565
C  0.5897  -4.7661  2.1473  -0.171
H  -3.0358  1.5774  0.8470  0.094
H  -2.8236  -0.1512  1.4967  0.028
H  -3.0259  -1.0312  -0.7501  0.110
H  -0.7408  2.1186  -3.4968  0.121
H  -1.2882  0.5213  -4.0400  0.129
H  0.8034  -0.4920  -3.4202  0.075
H  1.1616  0.8914  -4.4822  0.116
H  1.0305  1.7988  -1.7062  0.092
H  2.4189  1.8934  -2.7569  0.100
H  1.7628  -0.7784  -1.5078  0.093
H  3.3291  -0.1127  -2.0459  0.111
H  2.5042  1.7213  -0.1290  0.074
H  3.7070  0.4404  0.0951  0.106
H  2.3012  -0.9778  1.2483  0.105
H  0.8885  -0.4628  0.3658  0.125
H  1.4437  3.2873  1.6265  0.040
H  3.3990  2.1851  1.9439  0.015
H  1.6158  3.6525  4.0855  -0.028
H  0.0007  -0.7823  2.7333  0.120
H  2.7438  -1.0155  3.5284  0.088
H  1.7971  -0.8291  4.9885  0.089
H  1.9577  -3.1511  1.6714  0.072
H  0.2732  -2.7123  1.6735  0.068
H  0.3118  -5.0529  1.1346  0.066
H  1.4227  -5.4050  2.4486  0.071
H  -0.2395  -4.9602  2.8276  0.066
N  1.1464  -2.9445  -3.6452  0.051
C  0.9492  -3.0525  -4.9583  -0.152
C  0.1391  -4.0167  -5.5379  -0.069
C  -0.5013  -4.9223  -4.7079  -0.078
C  -0.3074  -4.8264  -3.3396  -0.071
C  0.5215  -3.8229  -2.8626  -0.150
H  1.4704  -2.3244  -5.5709  0.106
H  0.0141  -4.0550  -6.6112  0.102
H  -1.1421  -5.6908  -5.1210  0.106
H  -0.7881  -5.5128  -2.6561  0.101
H  0.6983  -3.7095  -1.7978  0.097
N  2.4473  4.5678  -1.9417  0.054
C  3.4614  5.3719  -2.2584  -0.155
C  3.3271  6.5175  -3.0274  -0.074
C  2.0676  6.8479  -3.4981  -0.079
C  1.0000  6.0243  -3.1811  -0.067
C  1.2408  4.9026  -2.4035  -0.151
H  4.4308  5.0759  -1.8717  0.102
H  4.1880  7.1327  -3.2498  0.101
H  1.9196  7.7338  -4.1023  0.106
H  -0.0001  6.2450  -3.5279  0.104
H  0.4322  4.2321  -2.1307  0.099
N  -4.1698  -1.0416  3.0068  0.062
C  -3.4763  -1.2224  4.1313  -0.137
C  -3.9729  -1.8900  5.2408  -0.059
C  -5.2614  -2.3951  5.1821  -0.084
C  -5.9979  -2.2137  4.0223  -0.076
C  -5.4071  -1.5334  2.9690  -0.137
H  -2.4735  -0.8057  4.1338  0.086
H  -3.3641  -2.0086  6.1266  0.102
H  -5.6862  -2.9214  6.0276  0.103
H  -7.0081  -2.5899  3.9352  0.099
H  -5.9471  -1.3692  2.0419  0.107



# 3
Molecular formula: C38H29ClFeIN8O4S
Method: DFT, wB97M-V/def2-TZVPD

The LUMO energy (spin up / spin down) is 3.722 / 3.722 eV. Its charge is -2. For the total energy, the calculation gives -4624.34687 Eh. The calculation puts the HOMO energy (spin up / spin down) at 0.000 / -0.064 Ha. Its multiplicity is 2. As for the HOMO-LUMO gap (spin up / spin down): 3.71 / 5.46 eV.

Each line ends with the Löwdin charge.
Geometry (Å):
Fe  -0.4463  0.0284  0.1176  0.434
Cl  -4.1240  5.8510  -0.0030  0.599
C  -2.8465  4.6472  0.1480  -0.621
C  -1.5712  5.0624  0.4002  -0.207
C  -0.5254  4.1390  0.5197  -0.657
I  1.4227  4.7959  0.8543  0.826
C  -0.7234  2.7544  0.4017  -0.449
O  0.1826  1.8757  0.4646  -0.147
C  -2.1045  2.3442  0.1698  -0.111
N  -2.2962  0.9981  0.1156  0.102
C  -3.4983  0.5367  -0.1220  -0.088
C  -4.5992  1.3932  -0.3386  -0.045
C  -4.4360  2.7429  -0.2646  -0.042
C  -3.1536  3.2708  0.0146  -0.183
H  -1.3713  6.1215  0.4998  0.082
H  -3.6043  -0.5417  -0.1526  0.107
H  -5.5698  0.9636  -0.5530  0.099
H  -5.2745  3.4133  -0.3994  0.082
N  -4.7331  4.0086  3.2912  0.102
C  -3.7262  3.0458  3.3635  -0.329
C  -2.3997  3.4250  3.5607  -0.033
C  -1.3997  2.4687  3.5846  -0.052
C  -1.7176  1.1297  3.4123  -0.288
C  -3.0349  0.7414  3.2092  -0.058
C  -4.0328  1.6970  3.1819  -0.041
S  -0.4830  -0.0915  3.7134  0.627
O  -1.1629  -1.1898  4.3600  -0.320
O  0.5782  0.5687  4.4394  -0.319
N  0.0376  -0.4647  2.2152  -0.063
C  0.7841  -1.5694  2.1183  -0.410
N  1.2723  -1.8131  0.8471  0.055
C  1.4905  -3.0766  0.4933  -0.026
C  1.5651  -4.0708  1.4539  -0.057
C  1.4660  -3.6500  2.7702  -0.143
N  1.0746  -2.4316  3.0987  0.148
H  -4.5231  4.8976  3.7116  0.081
H  -5.6656  3.6803  3.4772  0.080
H  -2.1539  4.4744  3.6763  0.112
H  -0.3674  2.7454  3.7511  0.116
H  -3.2662  -0.3084  3.0819  0.117
H  -5.0614  1.4038  3.0027  0.109
H  1.5879  -3.2378  -0.5705  0.141
H  1.7347  -5.1007  1.1793  0.088
H  1.6959  -4.3143  3.5984  0.101
N  -5.3286  -4.2265  -7.9078  0.093
C  -4.7546  -3.7586  -7.0221  -0.231
C  -4.0433  -3.1790  -5.9226  -0.273
C  -2.6741  -2.9005  -6.0211  -0.054
C  -1.9916  -2.3453  -4.9633  -0.041
C  -2.6268  -2.0473  -3.7338  -0.165
C  -4.0101  -2.3428  -3.6593  -0.045
C  -4.7003  -2.8819  -4.7193  -0.053
C  -1.9051  -1.4774  -2.6120  -0.054
C  -1.0602  -0.3435  -2.8468  -0.237
C  -0.7649  0.2879  -4.0849  -0.081
C  0.0734  1.3633  -3.7973  -0.121
C  0.2382  1.3630  -2.4087  -0.166
N  -0.4493  0.3629  -1.8357  0.005
C  -2.0924  -2.0935  -1.3145  -0.274
C  -2.8833  -3.2289  -1.0265  -0.093
C  -2.7498  -3.4809  0.3426  -0.127
C  -1.8756  -2.5099  0.8253  -0.189
N  -1.4583  -1.6818  -0.1629  -0.006
H  -2.1505  -3.1430  -6.9384  0.105
H  -0.9289  -2.1683  -5.0477  0.108
H  -4.5375  -2.0975  -2.7477  0.108
H  -5.7644  -3.0695  -4.6381  0.105
H  -1.1376  0.0095  -5.0558  0.073
H  0.5077  2.0639  -4.4956  0.066
H  0.8094  2.0508  -1.8038  0.096
H  -3.4553  -3.8068  -1.7336  0.078
H  -3.2212  -4.2616  0.9215  0.067
H  -1.5377  -2.3953  1.8459  0.083
C  3.2354  -1.3724  -1.5148  -0.129
O  1.8595  -1.1538  -1.2905  -0.171
C  1.4786  -0.6421  -0.0226  -0.413
C  2.5162  0.2618  0.6140  -0.051
H  3.7013  -2.0254  -0.7640  0.078
H  3.7954  -0.4331  -1.5458  0.079
H  3.3136  -1.8529  -2.4912  0.086
H  3.4360  -0.2721  0.9024  0.078
H  2.1041  0.7430  1.4972  0.066
H  2.7678  1.0535  -0.0915  0.082



# 4
Molecular formula: C4H8N2O2
Method: DFT, wB97M-V/def2-TZVPD

The LUMO energy is 0.882 eV. For the total energy, the calculation gives -417.02308 Eh. The calculation puts the HOMO energy at -0.293 Ha. As for the HOMO-LUMO gap: 8.85 eV. The SMILES is C[C@@]12C[C@]1(N)ON2O.

Each line ends with the Löwdin charge.
Geometry (Å):
C  0.3136  0.8002  -1.0133  0.011
C  -1.1738  0.6657  1.1727  -0.022
C  0.9744  -0.2404  -0.1688  -0.503
C  -0.5613  0.0514  -0.0424  -0.411
N  1.9472  0.1091  0.8067  0.130
O  -1.3735  -1.4528  -1.6249  0.002
N  -0.8254  -1.3266  -0.3296  0.042
O  0.7982  -1.6040  -0.4545  0.006
H  -1.8688  -2.2859  -1.5436  0.111
H  2.6292  -0.6304  0.9401  0.088
H  2.4164  0.9895  0.6276  0.082
H  0.5223  1.8352  -0.7714  0.116
H  0.1925  0.6036  -2.0723  0.104
H  -2.2362  0.8785  1.0133  0.077
H  -1.0773  -0.0011  2.0346  0.084
H  -0.6775  1.6080  1.4258  0.083



# 5
Molecular formula: C5H12F3NO4PS
Method: DFT, wB97M-V/def2-TZVPD

The LUMO energy is 2.981 eV. Its charge is -1. For the total energy, the calculation gives -1592.65963 Eh. The calculation puts the HOMO energy at -0.207 Ha. As for the HOMO-LUMO gap: 8.61 eV.

Each line ends with the Löwdin charge.
Geometry (Å):
C  -2.0957  2.8356  -1.5150  -0.122
O  -0.9635  3.2664  -2.2374  -0.199
C  -0.3695  2.2437  -3.0186  -0.242
C  0.1837  1.0624  -2.2097  -0.260
C  -0.6519  -0.2118  -2.2702  -0.479
P  0.0467  -1.6805  -1.3868  0.772
N  0.3608  -1.0112  0.1596  -0.237
H  -1.8150  2.3516  -0.5748  0.089
H  -2.6974  2.1324  -2.1019  0.083
H  -2.7040  3.7120  -1.2925  0.082
H  0.4345  2.7414  -3.5614  0.113
H  -1.1033  1.8892  -3.7586  0.113
H  0.2888  1.3650  -1.1659  0.101
H  1.1934  0.8302  -2.5611  0.095
H  -0.8323  -0.5036  -3.3120  0.061
H  -1.6328  -0.0524  -1.8102  0.053
H  1.3447  -1.5458  -1.9501  -0.080
H  1.3402  -0.8857  0.3815  0.014
H  -0.0191  -1.5796  0.9133  -0.028
C  0.9967  -1.8580  4.9432  -0.666
F  0.2554  -0.7361  4.9049  0.102
F  2.0800  -1.5928  5.6953  0.101
F  0.2767  -2.7872  5.5970  0.101
S  1.4669  -2.4262  3.2519  0.441
O  2.2044  -1.2960  2.7266  -0.336
O  0.1725  -2.6479  2.6319  -0.350
O  2.2390  -3.6148  3.5213  -0.324



# 6
Molecular formula: C3H6N2
Method: DFT, wB97M-V/def2-TZVPD

The LUMO energy is 0.925 eV. For the total energy, the calculation gives -227.33907 Eh. The calculation puts the HOMO energy at -0.306 Ha. As for the HOMO-LUMO gap: 9.25 eV. The SMILES is C1=NCCN1.

Each line ends with the Löwdin charge.
Geometry (Å):
C  -0.1715  -0.8779  0.0109  -0.248
C  -1.1549  0.2190  -0.0073  -0.243
C  0.9894  0.9570  0.0629  -0.284
H  -0.1643  -1.2795  1.0974  0.145
H  -0.3397  -1.4847  -0.9135  0.129
H  -1.7911  0.2190  0.9867  0.134
H  -1.8196  0.3930  -0.8420  0.093
H  1.7071  1.8929  -0.1501  0.159
H  1.8278  -1.0469  -0.3593  0.166
N  -0.2389  1.3716  0.0222  -0.009
N  1.1557  -0.3635  0.0921  -0.041



# 7
Molecular formula: C19H21N5O6
Method: DFT, wB97M-V/def2-TZVPD

The LUMO energy is -2.477 eV. For the total energy, the calculation gives -1461.52205 Eh. The calculation puts the HOMO energy at -0.272 Ha. As for the HOMO-LUMO gap: 4.92 eV. The SMILES is N#Cc1cc([N+](=O)[O-])cc2c1no[n+]2[O-].COC(=O)[C@H]1CCCN1C1=CCCCC1.

Each line ends with the Löwdin charge.
Geometry (Å):
N  -1.6596  -6.2464  2.7561  0.182
C  -1.1513  -5.2034  2.6112  -0.158
C  -0.5250  -3.9299  2.4303  -0.144
C  0.8367  -3.6779  2.2782  0.089
C  1.3130  -2.3708  1.9735  -0.113
N  2.7339  -2.2077  1.8490  -0.298
O  3.4781  -3.1826  2.1127  0.067
O  3.1921  -1.0948  1.4764  0.051
C  0.4354  -1.2806  1.7622  0.115
C  -0.9142  -1.5316  2.0041  -0.080
N  -2.0482  -0.7877  1.6489  -0.121
O  -2.2294  0.3716  1.2965  0.083
O  -3.1444  -1.6935  1.6857  0.052
N  -2.7486  -2.9687  2.1208  0.173
C  -1.4154  -2.8250  2.2943  -0.194
H  1.5462  -4.4938  2.3892  0.137
H  0.7879  -0.2759  1.5710  0.123
C  1.9863  4.1966  1.6404  -0.042
O  0.7335  3.5468  1.3738  -0.031
C  0.6282  3.1171  0.1004  -0.460
O  1.5393  3.2363  -0.7008  0.099
C  -0.7319  2.5317  -0.2132  -0.198
C  -1.7130  3.6497  -0.6474  -0.087
C  -2.2982  3.2223  -1.9904  -0.136
C  -1.7691  1.8131  -2.2693  -0.157
N  -0.7211  1.5849  -1.2998  -0.054
C  -0.0664  0.3851  -1.2810  -0.226
C  1.2349  0.2108  -0.8680  -0.055
C  2.1202  -0.8171  -1.4694  -0.190
C  1.3825  -1.9553  -2.1957  -0.181
C  -0.0574  -2.0847  -1.7090  -0.191
C  -0.8015  -0.7695  -1.9256  -0.138
H  1.9070  4.5625  2.6630  0.092
H  2.8114  3.4822  1.5454  0.099
H  2.1384  5.0244  0.9398  0.098
H  -1.0842  2.0452  0.7085  0.122
H  -2.4785  3.7197  0.1289  0.118
H  -1.1945  4.6143  -0.7175  0.123
H  -3.3918  3.2096  -1.9729  0.110
H  -1.9745  3.8951  -2.7912  0.112
H  -2.5867  1.0839  -2.1556  0.113
H  -1.3845  1.7067  -3.2948  0.127
H  1.7562  1.0138  -0.3585  0.098
H  2.8404  -0.3539  -2.1679  0.125
H  2.7423  -1.2036  -0.6532  0.075
H  1.3867  -1.7257  -3.2696  0.113
H  1.9297  -2.8954  -2.0572  0.109
H  -0.5752  -2.8995  -2.2279  0.115
H  -0.0544  -2.3120  -0.6317  0.094
H  -1.8079  -0.8464  -1.4862  0.116
H  -0.9334  -0.5897  -3.0064  0.125



# 8
Molecular formula: C4H10NO
Method: DFT, wB97M-V/def2-TZVPD

The LUMO energy is -5.223 eV. Its charge is +1. For the total energy, the calculation gives -288.08810 Eh. The calculation puts the HOMO energy at -0.532 Ha. As for the HOMO-LUMO gap: 9.26 eV.

Each line ends with the Löwdin charge.
Geometry (Å):
C  1.2482  0.5226  -1.5800  -0.065
C  1.5951  0.0592  -0.1735  -0.214
C  0.0407  -0.7690  1.5254  0.198
N  0.5461  -0.7753  0.3258  0.020
H  1.1785  -0.3219  -2.2469  0.082
H  0.3092  1.0713  -1.6296  0.079
H  2.0260  1.2426  -1.9328  0.111
H  2.5563  -0.5215  -0.2057  0.156
H  1.6727  0.9177  0.5341  0.145
H  -0.8515  -1.3498  1.7169  0.105
H  0.5292  -0.1482  2.3150  0.153
H  -0.0216  -1.1988  -0.4134  0.169
O  -2.7405  -0.2104  1.5124  -0.012
C  -2.6990  0.3280  0.4195  -0.084
H  -3.2085  1.2576  0.2594  0.089
H  -2.1808  -0.1041  -0.4265  0.067